[1]
23
Properties=species:S:1:pos:R:3:forces:R:3:lowdin_charge:R:1 method="wB97M-V/def2-TZVPD" relative_energy_kj_mol=0.0 e_tot_ha=-1273.6407 homo_energy_ev="-1.327 / -1.528" orbital_gap_ev="7.3 / 7.5" lumo_energy_ha="0.2189 / 0.2188" spin_multiplicity=3 charge=-2
Pd 10.011 10.128 4.645 0.7648 -0.8867 0.4900 0.971
C 10.737 12.804 7.767 0.1445 -0.4467 0.0683 -0.037
C 10.489 11.777 6.674 0.0230 -0.4568 -0.4599 -0.760
O 9.423 11.113 6.708 0.0440 0.3151 0.0609 -0.112
O 11.362 11.631 5.773 -0.2247 0.1500 0.2051 -0.117
H 11.651 13.353 7.550 -0.1114 0.2430 -0.0156 0.057
H 10.877 12.266 8.709 -0.0927 0.0427 0.0098 0.065
H 9.854 13.434 7.856 0.0900 0.1885 0.0440 0.062
C 6.353 9.727 2.566 0.1146 -0.1132 -0.1632 -0.045
C 7.489 9.977 3.546 0.4985 0.1281 0.4325 -0.762
O 8.262 8.987 3.767 -0.0734 0.3872 -0.1552 -0.148
O 7.644 11.111 4.029 -0.4228 -0.0391 -0.2783 -0.066
H 5.719 10.605 2.461 -0.0661 0.0061 0.0774 0.055
H 5.777 8.850 2.864 -0.0400 0.0003 -0.0308 0.058
H 6.831 9.513 1.607 -0.1499 -0.0634 -0.0519 0.066
C 12.168 11.115 1.134 0.0658 0.4031 -0.7732 -0.046
C 11.290 10.802 2.329 -0.3137 -0.2135 0.6041 -0.758
O 10.463 11.653 2.721 0.1689 0.1585 -0.4411 -0.078
O 11.440 9.669 2.873 -0.1689 0.3396 -0.1142 -0.127
H 11.768 10.622 0.239 0.0301 -0.1837 0.1743 0.063
H 13.198 10.788 1.267 -0.0323 -0.1497 0.1347 0.059
H 12.163 12.182 0.893 -0.0265 -0.0232 0.2548 0.057
Cl 11.094 8.145 5.937 -0.2219 0.2138 -0.0724 -0.456

=====

[2]
17
Properties=species:S:1:pos:R:3:forces:R:3:lowdin_charge:R:1 method="wB97M-V/def2-TZVPD" relative_energy_kj_mol=138.6 e_tot_ha=-1092.3259 homo_energy_ev=-8.515 orbital_gap_ev=9.1 lumo_energy_ha=0.0222 spin_multiplicity=1
C -2.664 -1.230 -0.303 1.1230 -1.4763 0.4011 0.021
C -1.347 -1.417 -0.026 -0.9356 -1.1593 -0.0835 -0.156
C -0.296 -0.378 -0.258 -0.1808 1.0637 0.2467 -0.371
C -0.650 1.096 -0.073 -2.7175 -0.9898 -2.0649 -0.067
C 0.955 -0.668 -0.639 0.5028 0.0544 -0.2443 -0.971
Cl 1.385 -2.314 -0.896 0.1205 -0.8589 -0.2166 0.630
S 2.404 0.390 -0.949 -1.3308 -0.2157 1.3943 0.781
C 2.504 1.097 0.754 -1.0255 -0.2564 1.4424 -0.409
H -3.483 -1.984 -0.202 1.2033 0.4729 0.1453 0.072
H -2.968 -0.352 -0.792 -0.4196 1.3045 -0.2960 0.027
H -1.024 -2.456 0.304 -0.2590 1.5965 -0.2545 0.097
H -0.967 1.423 0.883 -0.3947 -0.2148 1.1529 0.075
H 0.078 1.745 -0.390 2.3936 1.1773 -0.5685 0.005
H -1.461 1.434 -0.813 0.5557 -0.9060 1.0851 0.111
H 3.579 1.179 1.013 -0.7151 0.5526 -0.2948 0.025
H 2.079 0.378 1.581 0.6512 1.1206 -1.9137 0.085
H 1.875 2.056 0.807 1.4285 -1.2654 0.0689 0.044

=====

[3]
17
Properties=species:S:1:pos:R:3:forces:R:3:lowdin_charge:R:1 method="wB97M-V/def2-TZVPD" relative_energy_kj_mol=36.8 smiles=ClC[C@]12CSC[C@H]1C2 e_tot_ha=-1092.3646 homo_energy_ev=-8.591 orbital_gap_ev=9.4 lumo_energy_ha=0.0304 spin_multiplicity=1
Cl -0.136 0.830 2.792 -0.0085 0.0852 0.0554 0.558
C -1.028 0.207 1.372 -0.2006 0.5907 -0.6937 -0.537
C -0.107 -0.197 0.267 -0.0863 0.6300 -0.5143 -0.542
C 0.489 0.977 -0.504 1.0973 -0.6100 -0.7458 -0.390
S 0.683 0.518 -2.285 -0.1389 -0.2995 0.5754 0.841
C -0.275 -1.018 -2.122 -0.3418 -0.1125 -0.3851 -0.445
C -0.591 -1.294 -0.675 -1.1139 -0.2550 -0.0951 -0.285
C 0.490 -1.544 0.278 2.3775 -2.6299 1.9417 -0.095
H -1.586 -0.665 1.702 -0.2975 0.2810 0.0742 0.079
H -1.655 1.045 0.957 0.2229 -0.9531 0.8550 0.101
H 1.554 1.220 -0.310 -0.9550 0.2450 0.8201 0.077
H -0.207 1.806 -0.427 0.3219 0.3250 0.1122 0.070
H -1.197 -0.857 -2.679 -0.0417 -0.3511 -0.0234 0.066
H 0.298 -1.837 -2.563 -0.1342 0.0709 -0.1024 0.075
H -1.537 -1.827 -0.449 0.5299 0.6119 -0.3336 0.153
H 1.532 -1.835 -0.018 -0.9360 1.0221 -0.2664 0.134
H 0.306 -2.236 1.178 -0.2952 1.3493 -1.2743 0.140

=====

[4]
22
Properties=species:S:1:pos:R:3:forces:R:3:lowdin_charge:R:1 method="wB97M-V/def2-TZVPD" e_tot_ha=-1662.1677 homo_energy_ev="-5.801 / -5.807" orbital_gap_ev="5.3 / 5.3" lumo_energy_ha="-0.0176 / -0.0192" spin_multiplicity=5
O 2.538 1.027 -0.588 0.7016 -0.1751 1.8439 -0.036
C 2.985 0.193 0.220 -0.4203 -0.3374 -1.7413 -0.136
C 2.608 -1.246 0.001 0.0219 -0.1812 1.1498 -0.326
O 1.407 -1.350 -0.648 0.3588 -0.8153 -0.4447 -0.407
Cr 0.683 0.363 -1.286 -0.2152 0.1639 -0.3078 0.941
H 3.658 0.386 1.075 0.0095 0.6708 -0.4950 0.148
H 3.459 -1.749 -0.509 -0.1250 0.2872 -0.0001 0.143
O -1.946 -1.003 0.066 0.3961 -0.3793 -0.6771 -0.234
C -1.704 -0.400 1.362 0.1291 0.6544 0.4852 -0.233
C -0.575 0.515 1.313 1.3014 -1.0176 1.1342 -0.205
O -0.541 1.384 0.037 0.3746 0.9143 -0.6388 -0.272
C -1.813 1.336 -0.603 -0.5010 -0.0090 -0.0465 -0.155
C -2.006 -0.110 -1.072 -0.7425 0.1772 0.6810 -0.481
O -0.980 -0.462 -1.913 0.8896 -0.1525 -0.2317 -0.316
Li -0.342 -2.001 -0.702 -0.4797 0.2914 0.1706 0.738
H -2.630 0.099 1.687 0.2759 -0.1637 0.0169 0.057
H -0.560 1.213 2.162 -0.2524 -0.1793 -0.1973 0.107
H -1.777 2.000 -1.476 -0.0249 -0.1217 0.1952 0.134
H -2.604 1.681 0.076 0.1742 -0.1503 -0.1496 0.133
H -2.996 -0.241 -1.544 0.2741 -0.0239 -0.0372 0.155
H 0.521 0.055 1.317 -1.8770 0.6349 -0.3848 0.107
H 2.615 -1.689 1.023 -0.2686 -0.0877 -0.3247 0.136

=====

[5]
16
Properties=species:S:1:pos:R:3:forces:R:3:lowdin_charge:R:1 method="wB97M-V/def2-TZVPD" relative_energy_kj_mol=205.8 smiles=F[C@@]12CCC[C@H]1C2 e_tot_ha=-333.7780 homo_energy_ev=-8.887 orbital_gap_ev=10.0 lumo_energy_ha=0.0395 spin_multiplicity=1
F 0.571 -0.916 1.116 0.0405 -0.0702 0.0895 -0.007
C 0.597 -0.502 -0.227 0.1927 -0.0299 -0.2795 -0.413
C -0.705 -0.986 -0.817 0.1288 0.2160 0.1949 -0.093
C -1.689 0.005 -0.061 -0.1069 -0.5712 0.2023 -0.140
C -0.799 1.163 0.543 -0.0876 -0.0352 0.5622 -0.137
C 0.444 0.991 -0.306 0.1697 0.1864 0.2145 -0.208
C 1.820 0.356 -0.368 0.7741 -0.0963 -0.5240 0.016
H -0.747 -0.852 -1.891 0.0574 0.0636 -0.1729 0.109
H -0.891 -2.028 -0.592 -0.1479 -0.2249 0.0679 0.102
H -2.444 0.377 -0.761 0.0971 0.0693 0.1690 0.100
H -2.209 -0.541 0.739 0.0566 0.2526 -0.2559 0.104
H -0.588 1.000 1.608 -0.2316 0.0048 -0.3724 0.110
H -1.306 2.119 0.445 0.1644 0.1738 -0.0844 0.099
H 0.204 1.247 -1.320 -0.2102 0.1043 -0.5141 0.128
H 2.345 0.492 -1.345 -0.6213 -0.0869 1.0028 0.120
H 2.494 0.268 0.489 -0.2757 0.0436 -0.3002 0.108

=====

[6]
23
Properties=species:S:1:pos:R:3:forces:R:3:lowdin_charge:R:1 method="wB97M-V/def2-TZVPD" relative_energy_kj_mol=120.0 e_tot_ha=-1110.1769 homo_energy_ev=-6.655 orbital_gap_ev=4.6 lumo_energy_ha=-0.0751 spin_multiplicity=1
C 2.561 -1.997 0.922 -0.1421 -1.3792 0.7522 -0.091
O 1.419 -1.691 0.108 0.5598 0.7843 -0.3632 -0.215
C 1.541 -0.441 -0.565 0.6539 0.5571 -0.1644 -0.205
C 0.388 0.563 -0.204 1.7336 0.4257 0.7972 -0.166
C 0.725 1.704 0.641 -3.9495 0.6821 -0.8157 0.078
C -0.432 2.555 0.887 1.8625 -2.1886 -0.6304 0.126
C -1.687 2.106 0.304 -1.9041 1.7978 1.1007 -0.288
F -2.722 2.866 0.581 1.2312 -0.6568 -1.6248 0.089
N -1.967 1.055 -0.460 1.7079 1.6655 1.5737 0.183
N -0.852 0.359 -0.670 0.0912 -1.5971 0.1299 -0.180
P -1.101 -1.079 -1.761 0.6315 -1.8075 -2.1748 0.957
O -1.450 -2.294 -0.660 -0.6535 1.7166 -0.7673 -0.247
O -2.468 -0.787 -2.680 0.8243 -0.5397 2.8037 -0.256
H 2.604 -3.122 0.990 -0.0835 1.1132 -0.1239 0.102
H 3.540 -1.675 0.489 -0.8806 0.0596 0.3125 0.095
H 2.389 -1.641 1.973 0.4121 0.0284 -0.9739 0.103
H 2.511 0.046 -0.257 -1.0952 -0.2156 -0.2146 0.123
H 1.643 -0.600 -1.676 -0.4559 0.1496 1.0354 0.118
H 1.740 1.923 1.018 -0.8298 -0.3455 -0.3429 0.129
H -0.398 3.491 1.481 -0.3438 -0.8395 -0.4527 0.143
H -1.615 -3.133 -1.126 0.1885 0.3649 0.1255 0.072
H -3.237 -0.995 -2.103 -0.0756 0.4613 -0.5514 0.070
F -3.130 2.788 2.767 0.5169 -0.2365 0.5693 -0.742